Run w
18
Properties=species:S:1:pos:R:3 method="wB97M-V/def2-TZVPD" orbital_gap_ev=10.035 spin_multiplicity=1 charge=0 smiles="NC(=O)[C@@H](N)CS.O"
N 0.14736 0.94304 -1.45365
C -0.27554 0.24702 -0.25293
C -0.53987 1.18835 1.00125
S -0.45403 0.14857 2.51602
C -1.44744 -0.72535 -0.58980
N -1.64213 -1.60816 0.38872
O -2.20786 -0.57165 -1.52860
H -0.16014 0.40162 -2.29206
H 0.50747 0.72954 3.27961
H -0.28364 1.84503 -1.52677
H 0.67969 -0.23288 0.06847
H -1.59513 1.53794 0.93910
H 0.05289 2.10469 0.99702
H -0.92119 -1.96332 0.98575
H -2.52136 -2.19742 0.30015
H 3.01625 -0.31586 -1.48518
H 4.29882 -0.80798 -0.66350
O 3.34585 -0.72319 -0.68360


Run x
18
Properties=species:S:1:pos:R:3 method="wB97M-V/def2-TZVPD" orbital_gap_ev=9.892 spin_multiplicity=1 charge=0 smiles="NC(=O)[C@@H](N)CS.O"
N 1.58633 0.23597 -0.46238
C 0.50124 0.68754 0.45806
C -0.33872 1.82002 -0.07363
S 0.33044 3.45745 0.33669
C -0.33916 -0.55721 0.73819
N 0.29446 -1.67606 1.13893
O -1.55953 -0.50595 0.63628
H 1.12591 -0.06997 -1.32217
H 2.07885 1.05234 -0.83414
H 1.00855 0.83933 1.41169
H -1.30287 1.74416 0.40281
H -0.51844 1.71731 -1.13798
H 1.20870 3.08352 1.27215
H 1.29019 -1.65539 1.11049
H -0.16792 -2.53073 1.34515
H -1.47625 -1.93594 -2.09804
H -1.82732 -2.91382 -0.98503
O -1.89446 -2.79259 -1.93706


Which structure is most stable? run x, by 0.374 eV over the runner-up.